Entry from OMol25: a cluster of 2 separate species, C13H21N2 in total in a non-equilibrium geometry (the ωB97M-V functional and the def2-TZVPD basis).

```
36
Properties=species:S:1:pos:R:3:forces:R:3:lowdin_charge:R:1
C 4.222 -1.082 -0.121 -1.837 0.934 -1.005 -0.0627
C 3.744 -0.442 0.960 -1.077 1.049 2.477 -0.0689
C 3.472 -1.066 -1.297 1.439 -0.474 -1.221 -0.0586
C 2.461 0.115 0.918 -0.285 -0.230 0.904 -0.0852
C 2.257 -0.451 -1.429 -1.233 -0.040 0.206 -0.0907
C 1.798 0.006 -0.248 -3.958 2.246 1.955 -0.0207
C -3.140 -1.653 -0.820 2.228 -0.796 1.115 -0.0890
C -2.284 -2.408 0.316 -0.806 -0.995 1.065 -0.1295
C -2.713 -0.154 -0.489 -0.808 -2.356 -2.270 -0.0951
C -1.220 -1.354 0.817 -2.876 -0.832 0.541 -0.1230
C -0.615 1.429 1.499 2.710 -0.289 1.233 -0.0598
C -0.203 3.206 -0.436 -0.276 3.091 -0.503 -0.1407
C -0.406 0.932 0.128 1.214 -1.176 -2.043 -0.2560
N -0.572 1.932 -0.880 -0.957 -2.478 1.129 -0.0578
N -1.297 -0.288 -0.200 3.769 -0.906 -2.132 -0.0921
H 5.163 -1.452 0.011 2.359 -1.393 -0.536 0.0902
H 4.290 -0.388 1.907 -0.021 -0.077 -0.464 0.1259
H 3.904 -1.469 -2.186 0.331 -0.436 -0.459 0.1100
H 1.903 0.519 1.766 0.766 -0.062 0.023 0.0968
H 1.576 -0.341 -2.264 0.696 -0.459 -0.655 0.1109
H -2.756 -2.106 -1.764 -0.217 1.115 0.287 0.1167
H -4.167 -1.980 -0.759 -0.421 0.752 0.151 0.1038
H -2.928 -2.876 1.204 1.319 1.388 -1.874 0.1538
H -1.748 -3.297 -0.105 -0.468 0.844 0.235 0.1097
H -2.842 0.580 -1.233 -0.207 0.648 -1.064 0.1168
H -3.247 0.135 0.343 -0.901 0.758 2.135 0.1134
H -1.577 -0.802 1.691 0.115 -0.731 0.221 0.1179
H -0.321 -1.881 1.025 1.249 0.456 -0.268 0.1251
H -0.260 0.694 2.276 -1.019 0.559 -0.686 0.1079
H -1.540 1.950 1.708 -0.436 -0.311 0.077 0.1080
H 0.183 2.182 1.585 -0.375 0.021 0.264 0.0873
H 0.837 3.248 -0.149 0.519 0.189 0.374 0.0913
H -0.306 3.807 -1.350 0.089 0.448 0.550 0.1067
H -0.840 3.666 0.360 0.434 -0.566 -0.823 0.1096
H -0.015 1.754 -1.690 0.065 -0.544 -0.555 0.1150
H -0.813 -0.663 -1.095 -1.129 0.652 1.617 0.2128
```
Forces are in eV/Å.

Its charge is +1. For the max |F|, the calculation gives 4.95 eV/A. The highest occupied orbital energy is -0.43212 hartree. As for the energy above the lowest of the compared OMol25 structures with the same formula, charge and spin: 5.829 eV. The value obtained for the LUMO energy is -3.149 eV.